<a>
{
  "formula": "C9H20O",
  "method": "the ωB97M-V functional and the def2-TZVPD basis",
  "gap_ev": 8.4,
  "homo_energy_ev": -7.64,
  "mol_weight_g_mol": 144.26,
  "lumo_energy_ev": 0.8,
  "elements": ["O", "C", "C", "C", "C", "C", "C", "C", "C", "C", "H", "H", "H", "H", "H", "H", "H", "H", "H", "H", "H", "H", "H", "H", "H", "H", "H", "H", "H", "H"],
  "xyz": [[-1.07, 1.65, -1.71], [-1.71, 0.09, 0.92], [0.44, -2.10, 0.31], [-0.69, -0.64, -2.25], [0.92, -0.66, 2.64], [0.14, 1.78, 1.07], [1.18, 1.02, -1.98], [-0.26, 0.40, 0.56], [0.73, -0.66, 0.69], [-0.18, 0.57, -1.48], [-2.06, -0.86, 0.52], [-2.36, 0.88, 0.55], [-1.98, 1.33, -1.65], [-0.34, 2.55, 0.46], [-0.18, 1.94, 2.10], [0.83, -1.69, 2.99], [1.94, -0.29, 2.76], [-1.84, 0.06, 2.00], [1.04, -2.38, -0.57], [-1.63, -1.02, -1.84], [1.22, 1.93, 1.01], [0.05, -1.45, -2.28], [1.73, -0.35, 0.40], [-0.61, -2.30, 0.12], [-0.89, -0.38, -3.30], [1.14, 1.24, -3.06], [1.49, 1.95, -1.50], [0.76, -2.78, 1.10], [0.23, -0.08, 3.26], [1.94, 0.26, -1.83]]
}

---

<b>
{
  "formula": "C9H20O",
  "method": "the ωB97M-V functional and the def2-TZVPD basis",
  "smiles": "C1CCOCC1.CCCC",
  "gap_ev": 10.8,
  "homo_energy_ev": -9.68,
  "mol_weight_g_mol": 144.26,
  "lumo_energy_ev": 1.1,
  "elements": ["O", "C", "C", "C", "C", "C", "C", "C", "C", "C", "H", "H", "H", "H", "H", "H", "H", "H", "H", "H", "H", "H", "H", "H", "H", "H", "H", "H", "H", "H"],
  "xyz": [[0.72, -0.51, -1.39], [-1.64, -1.02, 1.28], [1.94, 0.11, -0.97], [0.05, 0.29, -2.35], [-0.33, 1.65, -1.79], [-0.34, -1.56, 1.87], [-2.07, 0.31, 1.90], [0.92, 2.37, -1.28], [0.08, -2.88, 1.24], [1.68, 1.46, -0.32], [1.08, 1.30, 0.60], [-3.01, 0.67, 1.46], [0.65, 3.33, -0.79], [-1.04, 1.50, -0.95], [-0.84, -0.29, -2.66], [-0.85, 2.24, -2.57], [1.57, 2.61, -2.15], [-1.51, -0.89, 0.18], [2.42, -0.60, -0.28], [-0.70, -3.65, 1.40], [0.24, -2.76, 0.16], [-0.48, -1.69, 2.96], [0.46, -0.80, 1.72], [-2.44, -1.77, 1.43], [2.65, 1.92, -0.02], [1.03, -3.25, 1.69], [0.69, 0.41, -3.24], [2.60, 0.24, -1.85], [-1.29, 1.07, 1.74], [-2.22, 0.18, 2.99]]
}

---

We find <b> to be the most stable, with the next structure 0.0923 hartree higher.

---

<a>
{
  "formula": "C4H7NOS2",
  "method": "the ωB97M-V functional and the def2-TZVPD basis",
  "gap_ev": 9.0,
  "homo_energy_ev": -8.67,
  "mol_weight_g_mol": 149.24,
  "lumo_energy_ev": 0.4,
  "elements": ["S", "S", "O", "N", "C", "C", "C", "C", "H", "H", "H", "H", "H", "H", "H"],
  "xyz": [[-1.58, 0.82, 1.03], [0.97, -0.23, 1.97], [1.55, 1.15, -1.77], [-0.16, -0.36, -2.26], [0.76, 0.33, -1.95], [1.49, 1.53, 1.85], [-0.72, -1.65, -2.10], [-0.61, -0.47, 1.55], [-1.67, -1.56, -1.57], [1.56, 1.92, 2.86], [-2.67, 0.06, 0.81], [-0.90, -2.06, -3.09], [-0.06, -2.32, -1.54], [0.78, 2.08, 1.26], [2.47, 1.53, 1.38]]
}

---

<b>
{
  "formula": "C4H7NOS2",
  "method": "the ωB97M-V functional and the def2-TZVPD basis",
  "gap_ev": 8.7,
  "homo_energy_ev": -8.88,
  "mol_weight_g_mol": 149.24,
  "lumo_energy_ev": -0.2,
  "elements": ["S", "S", "O", "N", "C", "C", "C", "C", "H", "H", "H", "H", "H", "H", "H"],
  "xyz": [[2.76, -0.62, 0.41], [-1.22, 1.86, 1.80], [0.07, -1.05, -1.98], [-0.26, 0.71, 1.05], [1.47, -1.65, -0.22], [-0.32, 0.53, -0.23], [0.47, -0.70, -0.88], [-1.53, 1.06, -1.08], [2.01, -0.42, 1.76], [-2.04, 2.27, -0.14], [1.08, -2.29, 0.62], [-1.01, 1.22, -2.38], [-0.65, 1.56, 3.05], [1.80, -2.47, -0.99], [-2.62, -0.01, -0.79]]
}

---

We find <a> to be the most stable, with the next structure 0.1897 hartree higher.

---

<a>
{
  "formula": "C3H6N6",
  "method": "the ωB97M-V functional and the def2-TZVPD basis",
  "smiles": "C1CN1/N=c1/nn[nH][nH]1",
  "gap_ev": 8.6,
  "homo_energy_ev": -8.33,
  "mol_weight_g_mol": 126.12,
  "lumo_energy_ev": 0.2,
  "elements": ["N", "N", "N", "N", "N", "N", "C", "C", "C", "H", "H", "H", "H", "H", "H"],
  "xyz": [[1.04, -0.90, -0.70], [-0.19, 1.18, -0.25], [2.15, 1.02, -0.91], [2.90, 0.07, -1.29], [-1.32, 0.27, -0.08], [2.20, -1.07, -1.40], [-1.16, -0.11, 1.30], [0.91, 0.49, -0.63], [-2.29, 0.81, 0.85], [-0.42, 0.36, 1.84], [-2.19, 1.82, 1.35], [2.79, -1.91, -1.24], [-1.41, -1.15, 1.54], [-3.34, 0.57, 0.73], [0.33, -1.45, -1.11]]
}

---

<b>
{
  "formula": "C3H6N6",
  "method": "the ωB97M-V functional and the def2-TZVPD basis",
  "gap_ev": 8.7,
  "homo_energy_ev": -9.25,
  "mol_weight_g_mol": 126.12,
  "lumo_energy_ev": -0.5,
  "elements": ["N", "N", "N", "N", "N", "N", "C", "C", "C", "H", "H", "H", "H", "H", "H"],
  "xyz": [[0.72, -1.41, -0.30], [2.11, -0.86, 0.34], [-1.18, 0.13, -1.17], [0.37, 2.02, 0.27], [2.00, 0.27, 0.58], [0.17, -0.18, -0.86], [-2.02, -0.53, 1.22], [-2.13, 0.01, -0.23], [0.70, 0.88, -0.10], [-0.41, 2.25, -0.27], [-0.84, 0.16, 1.62], [-2.00, -2.13, 1.31], [-3.12, -0.08, -0.54], [-3.37, -0.28, 1.57], [1.17, -1.88, -1.06]]
}

---

We find <a> to be the most stable, with the next structure 0.1859 hartree higher.

---

<a>
{
  "formula": "C3H9NOS",
  "method": "the ωB97M-V functional and the def2-TZVPD basis",
  "smiles": "NC[C@H](S)CO",
  "gap_ev": 9.4,
  "homo_energy_ev": -8.81,
  "mol_weight_g_mol": 107.18,
  "lumo_energy_ev": 0.6,
  "elements": ["S", "O", "N", "C", "C", "C", "H", "H", "H", "H", "H", "H", "H", "H", "H"],
  "xyz": [[-0.10, 2.01, -0.27], [1.62, -0.33, -1.00], [-1.55, -0.56, -0.83], [-1.12, -0.22, 0.48], [0.11, 0.55, 0.68], [1.46, -0.25, 0.47], [-1.87, 0.30, 0.99], [-2.41, -1.08, -0.99], [1.35, -1.35, 0.81], [2.37, 0.05, 1.11], [0.15, 0.94, 1.66], [-0.69, -0.82, -1.38], [-1.03, -1.17, 1.25], [-0.50, 1.33, -1.55], [2.21, 0.61, -1.44]]
}

---

<b>
{
  "formula": "C3H9NOS",
  "method": "the ωB97M-V functional and the def2-TZVPD basis",
  "gap_ev": 9.4,
  "homo_energy_ev": -10.04,
  "mol_weight_g_mol": 107.18,
  "lumo_energy_ev": -0.6,
  "elements": ["S", "O", "N", "C", "C", "C", "H", "H", "H", "H", "H", "H", "H", "H", "H"],
  "xyz": [[0.30, -0.74, 2.62], [-0.32, -1.69, 3.53], [0.59, -1.16, 1.18], [-0.52, 1.48, -0.12], [0.68, -2.53, 0.75], [-1.77, 1.59, -0.56], [2.65, -1.75, 1.13], [0.06, 0.72, -0.50], [3.27, -2.07, 1.64], [0.01, 2.15, 0.57], [1.52, -2.61, -0.07], [-2.58, 2.31, -0.38], [-2.05, 0.83, -1.23], [-0.27, -2.88, 0.21], [0.80, -3.10, 1.62]]
}

---

We find <a> to be the most stable, with the next structure 0.0440 hartree higher.

---

<a>
{
  "formula": "C8H8N4O4",
  "method": "the ωB97M-V functional and the def2-TZVPD basis",
  "smiles": "O=c1cc[nH]c(=O)[nH]1.O=c1cc[nH]c(=O)[nH]1",
  "gap_ev": 9.7,
  "homo_energy_ev": -9.53,
  "mol_weight_g_mol": 224.18,
  "lumo_energy_ev": 0.2,
  "elements": ["O", "O", "O", "O", "N", "N", "N", "N", "C", "C", "C", "C", "C", "C", "C", "C", "H", "H", "H", "H", "H", "H", "H", "H"],
  "xyz": [[2.44, 0.05, -0.60], [3.72, 4.01, -2.65], [-2.57, -1.77, 3.53], [-6.46, -1.66, 1.11], [-4.49, -1.89, -0.02], [4.73, 0.57, -0.69], [3.04, 1.80, -1.88], [-4.45, -1.86, 2.31], [3.91, 2.85, -2.17], [-5.22, -1.75, 1.14], [5.22, 2.76, -1.53], [-2.34, -1.70, 1.11], [3.33, 0.73, -1.03], [-3.11, -1.84, -0.02], [5.61, 1.56, -1.03], [-3.07, -1.80, 2.42], [-5.07, -1.99, -0.88], [-1.25, -1.61, 1.12], [4.83, -0.05, 0.10], [-2.75, -1.89, -1.09], [-4.94, -1.74, 3.18], [2.00, 2.06, -2.04], [5.64, 3.75, -1.87], [6.65, 1.25, -0.97]]
}

---

<b>
{
  "formula": "C8H8N4O4",
  "method": "the ωB97M-V functional and the def2-TZVPD basis",
  "gap_ev": 8.9,
  "homo_energy_ev": -9.13,
  "mol_weight_g_mol": 224.18,
  "lumo_energy_ev": -0.2,
  "elements": ["O", "O", "O", "O", "N", "N", "N", "N", "C", "C", "C", "C", "C", "C", "C", "C", "H", "H", "H", "H", "H", "H", "H", "H"],
  "xyz": [[-0.85, -1.37, 0.00], [-3.09, 2.69, -0.02], [5.37, 1.03, 0.02], [0.96, 1.64, -0.09], [1.80, -0.53, 0.08], [-4.09, 0.65, -0.05], [-1.75, 0.63, 0.62], [3.13, 1.30, -0.14], [-4.18, -0.65, -0.08], [4.01, -0.83, 0.02], [2.75, -1.38, 0.09], [-3.11, -1.55, -0.15], [-1.88, -0.66, 0.06], [-2.87, 1.41, 0.13], [4.32, 0.48, -0.09], [1.96, 0.85, -0.11], [-5.26, -0.92, -0.45], [-3.09, -2.69, -0.19], [3.42, 2.27, 0.10], [2.49, -2.34, 0.43], [-4.91, 1.15, -0.91], [4.82, -1.50, -0.10], [-0.73, 1.03, 0.77], [0.79, -0.74, 0.05]]
}

---

We find <a> to be the most stable, with the next structure 0.1097 hartree higher.

---

<a>
{
  "formula": "C4H2N3P",
  "method": "the ωB97M-V functional and the def2-TZVPD basis",
  "gap_ev": 8.8,
  "homo_energy_ev": -11.72,
  "mol_weight_g_mol": 123.05,
  "lumo_energy_ev": -2.9,
  "elements": ["P", "N", "N", "N", "C", "C", "C", "C", "H", "H"],
  "xyz": [[-0.07, 0.05, 0.82], [-2.93, -2.48, 0.53], [-1.32, 0.21, -2.59], [-3.36, 2.15, 0.65], [-2.31, -1.53, 0.34], [-1.61, -0.07, -1.54], [-2.63, 1.27, 0.69], [-1.61, -0.42, -0.13], [0.05, 0.97, -0.25], [0.92, -0.74, 0.06]]
}

---

<b>
{
  "formula": "C4H2N3P",
  "method": "the ωB97M-V functional and the def2-TZVPD basis",
  "smiles": "N#CC(P)(C#N)C#N",
  "gap_ev": 11.1,
  "homo_energy_ev": -11.08,
  "mol_weight_g_mol": 123.05,
  "lumo_energy_ev": 0.1,
  "elements": ["P", "N", "N", "N", "C", "C", "C", "C", "H", "H"],
  "xyz": [[0.68, -1.01, 1.16], [-0.96, 2.20, 1.26], [1.96, 1.31, -1.59], [-1.80, -0.86, -1.55], [-0.49, 1.34, 0.70], [-0.93, -0.39, -0.98], [0.14, 0.19, -0.15], [1.18, 0.73, -0.99], [-0.59, -1.15, 1.59], [0.81, -2.36, 0.55]]
}

---

We find <b> to be the most stable, with the next structure 0.0884 hartree higher.

---

<a>
{
  "formula": "C3H9NO2S",
  "method": "the ωB97M-V functional and the def2-TZVPD basis",
  "gap_ev": 5.5,
  "homo_energy_ev": 0.70,
  "mol_weight_g_mol": 123.18,
  "lumo_energy_ev": 6.2,
  "charge": -2,
  "elements": ["S", "O", "O", "N", "C", "C", "C", "H", "H", "H", "H", "H", "H", "H", "H", "H"],
  "xyz": [[-0.55, 2.14, 2.02], [-1.54, -0.49, -1.26], [0.02, -2.09, -2.19], [0.33, -1.05, 1.17], [0.44, 0.12, 0.22], [0.81, 1.43, 0.97], [-0.84, 0.50, -0.69], [-0.82, -1.38, -1.78], [0.00, -0.69, 2.06], [1.24, -0.16, -0.47], [-0.32, 1.16, -1.39], [-1.68, 1.06, -0.23], [-0.46, -1.68, 0.88], [1.71, 1.13, 1.74], [0.42, -2.18, -1.29], [1.26, 2.17, 0.24]]
}

---

<b>
{
  "formula": "C3H9NO2S",
  "method": "the ωB97M-V functional and the def2-TZVPD basis",
  "gap_ev": 5.8,
  "homo_energy_ev": 0.37,
  "mol_weight_g_mol": 123.18,
  "lumo_energy_ev": 6.1,
  "charge": -2,
  "elements": ["S", "O", "O", "N", "C", "C", "C", "H", "H", "H", "H", "H", "H", "H", "H", "H"],
  "xyz": [[-0.36, 3.37, -0.22], [-0.85, -3.86, -1.39], [0.71, -2.16, -0.37], [0.18, -0.38, 1.19], [0.86, -1.67, 0.87], [-0.70, 1.54, -0.21], [0.56, 0.79, 0.36], [-1.76, -3.86, -1.09], [-0.82, -0.46, 1.24], [1.89, -1.50, 1.25], [1.13, 0.47, -0.51], [-1.61, 1.21, 0.30], [1.07, 1.50, 1.01], [-0.76, 1.23, -1.25], [0.37, -2.36, 1.61], [-0.35, -3.12, -0.86]]
}

---

<c>
{
  "formula": "C3H9NO2S",
  "method": "the ωB97M-V functional and the def2-TZVPD basis",
  "gap_ev": 5.5,
  "homo_energy_ev": 0.67,
  "mol_weight_g_mol": 123.18,
  "lumo_energy_ev": 6.2,
  "charge": -2,
  "elements": ["S", "O", "O", "N", "C", "C", "C", "H", "H", "H", "H", "H", "H", "H", "H", "H"],
  "xyz": [[-0.32, 1.98, 2.23], [0.25, -2.07, -2.30], [-1.40, -0.61, -1.25], [0.21, -0.97, 1.00], [-1.00, 0.52, -0.48], [0.87, 1.45, 1.00], [0.35, 0.27, 0.19], [-0.51, -1.28, -1.74], [0.01, -0.81, 1.97], [1.77, 1.24, 1.62], [1.12, 0.01, -0.60], [-1.76, 0.78, 0.30], [1.20, 2.28, 0.38], [-0.61, -1.43, 0.62], [0.73, -2.65, -1.70], [-0.92, 1.29, -1.24]]
}

---

We find <b> to be the most stable, with the next structure 0.0023 hartree higher.